{"formula": "CH5FNO", "method": "the ωB97M-V functional and the def2-TZVPD basis", "charge": 1, "homo_lumo_gap_ha": [0.3427, 0.3402], "de_lowest_kj_mol": 355.2, "lumo_energy_ev": [-6.259, -6.284], "homo_ha": [-0.5727, -0.5711], "multiplicity": 1, "species": ["C", "N", "O", "F", "H", "H", "H", "H", "H"], "coordinates": [[0.160910, -0.448545, -0.476909], [0.932340, 0.256613, 0.460394], [-1.572862, 0.509194, 0.149048], [-2.709374, -0.036685, -0.273839], [0.200793, -0.061087, -1.451196], [-0.169099, -1.504857, -0.532623], [1.592721, 1.103481, 0.290162], [1.479952, -0.563016, 0.970950], [0.084620, 0.744906, 0.864017]], "forces_ev_per_a": [[-4.4656, 0.8971, -2.4388], [1.9015, -0.6735, 2.3188], [4.5817, -0.8760, -0.5604], [-1.2155, -0.7726, -0.5001], [0.0381, 0.6537, -1.2226], [0.8318, 0.5214, 1.3419], [-1.0204, -2.0221, -0.8582], [-1.3965, 2.7431, 0.1328], [0.7449, -0.4713, 1.7865]], "mulliken_charge": [-0.19, -0.26, -0.33, -0.03, 0.27, 0.30, 0.42, 0.42, 0.41]}



{"formula": "CH5IN2O3", "method": "the ωB97M-V functional and the def2-TZVPD basis", "homo_lumo_gap_ha": [0.2787, 0.2805], "s_squared": 2.007, "lumo_energy_ev": [0.418, -2.275], "homo_ha": [-0.2633, -0.3641], "multiplicity": 3, "species": ["C", "N", "N", "O", "O", "O", "I", "H", "H", "H", "H", "H"], "coordinates": [[1.453702, 1.369740, -0.735499], [-0.375407, -1.023606, -0.204802], [-0.532840, -2.237418, -0.036964], [1.936785, 1.161617, -1.798193], [-1.158885, 1.154549, 0.736806], [0.389164, -2.963532, 0.321585], [2.522805, 1.158252, 1.028592], [0.327626, 1.720187, -0.589231], [-1.205635, -0.502621, -0.469499], [-1.485422, -2.589115, -0.309225], [-1.579400, 1.910511, 1.117095], [-0.292494, 0.841436, 0.939334]], "forces_ev_per_a": [[-2.2211, 0.6888, -1.5438], [3.0327, 8.6177, -0.9745], [-7.4087, -5.4500, -0.9266], [-0.1077, 0.0817, 0.3520], [-2.0929, -0.5816, -1.5778], [3.3901, -2.4264, 1.1792], [0.4810, -0.0726, 1.0107], [2.2579, -0.5841, -0.2473], [-0.2784, -0.5193, -0.0010], [1.4203, -0.6904, 0.5223], [0.7114, 0.5988, 0.9241], [0.8155, 0.3375, 1.2828]], "mulliken_charge": [-0.12, -0.09, 0.02, -0.39, -0.67, -0.38, 0.07, 0.50, 0.23, 0.27, 0.30, 0.26]}



{"formula": "CH5IN2S", "method": "the ωB97M-V functional and the def2-TZVPD basis", "homo_lumo_gap_ha": 0.3193, "de_lowest_kj_mol": 96.2, "lumo_energy_ev": -0.381, "homo_ha": -0.3333, "multiplicity": 1, "species": ["C", "N", "N", "S", "I", "H", "H", "H", "H", "H"], "coordinates": [[-0.215790, 1.010433, 0.351218], [1.194808, -2.330938, -0.680403], [-0.218660, -0.377906, -0.067634], [1.224422, -1.393904, 0.509585], [2.974342, 0.310387, 0.118647], [-0.059415, 1.692642, -0.427144], [-1.171143, 1.206623, 0.680961], [0.480560, 1.177441, 1.206474], [1.744414, -3.107842, -0.628059], [-0.171352, -0.559127, -0.994025]], "forces_ev_per_a": [[1.1498, -1.1003, 1.0332], [-1.7293, 1.9421, -0.6203], [2.1319, -1.1671, 5.0488], [-2.7234, 1.4907, -1.1535], [0.9416, 0.5076, -0.0064], [0.8936, 0.9349, -1.2196], [-2.2364, 0.5440, 1.0999], [-0.4777, -0.0082, -0.7947], [1.8304, -2.6491, 0.4319], [0.2195, -0.4947, -3.8191]], "mulliken_charge": [-0.79, -0.52, -0.37, 0.25, -0.10, 0.33, 0.31, 0.28, 0.26, 0.35]}



{"formula": "CH5INP", "method": "the ωB97M-V functional and the def2-TZVPD basis", "homo_lumo_gap_ha": 0.3222, "de_lowest_kj_mol": 181.1, "lumo_energy_ev": -0.080, "homo_ha": -0.3251, "multiplicity": 1, "species": ["C", "N", "P", "I", "H", "H", "H", "H", "H"], "coordinates": [[0.444738, 1.273126, 0.198043], [0.187995, -0.149146, 0.235180], [-0.167912, -1.082165, -1.095505], [-2.501593, -1.739173, -0.717398], [0.825534, 1.540205, -0.786268], [-0.459057, 1.858171, 0.396149], [1.191977, 1.527385, 0.951463], [-0.082229, -0.495501, 1.145710], [0.560546, -2.732903, -0.327375]], "forces_ev_per_a": [[-0.1694, 0.2330, -0.0689], [-0.0379, -0.3795, 0.2976], [1.6185, -2.6867, 1.5329], [-0.3058, -0.0904, -0.0386], [0.0440, 0.0907, 0.0071], [0.0566, 0.0402, -0.0559], [0.0312, 0.0392, -0.1168], [0.0857, -0.0141, -0.1055], [-1.3230, 2.7676, -1.4519]], "mulliken_charge": [-0.68, -0.22, -0.08, -0.10, 0.28, 0.27, 0.26, 0.25, 0.02]}



{"formula": "CH5INP", "method": "the ωB97M-V functional and the def2-TZVPD basis", "homo_lumo_gap_ha": 0.3221, "de_lowest_kj_mol": 199.3, "lumo_energy_ev": -0.609, "homo_ha": -0.3445, "multiplicity": 1, "smiles": "[H]/N=P/C.I", "species": ["H", "N", "P", "C", "H", "H", "H", "I", "H"], "coordinates": [[-1.148094, 1.851643, -0.687829], [-0.634686, 1.077345, -0.273930], [-1.335033, 0.262548, 0.888267], [0.037397, -0.898711, 1.161368], [-0.159119, -1.881763, 1.395995], [0.703463, -0.393881, 1.750948], [0.563118, -1.085539, 0.229995], [1.360347, 0.397640, -2.898901], [0.612607, 0.670718, -1.565913]], "forces_ev_per_a": [[-0.2282, 0.0350, 0.2928], [-0.5725, -0.0574, 0.4308], [0.4542, 0.3110, -0.9818], [-0.7958, 0.2083, -2.6979], [-0.8939, -1.9500, 1.6788], [1.7979, 0.8760, 2.0386], [0.0582, 0.6532, -0.5367], [1.0568, -0.3987, -1.7550], [-0.8764, 0.3225, 1.5305]], "mulliken_charge": [0.22, -0.45, 0.17, -0.88, 0.40, 0.33, 0.20, -0.15, 0.16]}



{"formula": "CH5INP", "method": "the ωB97M-V functional and the def2-TZVPD basis", "homo_lumo_gap_ha": 0.3430, "de_lowest_kj_mol": 59.8, "lumo_energy_ev": 0.358, "homo_ha": -0.3299, "multiplicity": 1, "smiles": "CNPI", "species": ["C", "N", "P", "I", "H", "H", "H", "H", "H"], "coordinates": [[0.241825, -1.028523, 0.828171], [0.027397, -0.139476, -0.289262], [0.349544, 1.493440, -0.319115], [-1.841323, 2.541625, -0.691555], [-0.695661, -1.469387, 1.177274], [0.917981, -1.835719, 0.532886], [0.697837, -0.474966, 1.646921], [-0.440829, -0.569695, -1.076584], [0.743229, 1.482701, -1.808736]], "forces_ev_per_a": [[-0.0736, -0.0869, 0.1406], [-0.0846, -0.1840, -0.4086], [0.8769, -0.5088, -1.9309], [-0.3098, 0.2264, -0.0632], [0.0552, 0.0343, 0.0843], [-0.0129, 0.0195, 0.1479], [0.0136, -0.0267, 0.0596], [0.1342, 0.1383, 0.1085], [-0.5990, 0.3879, 1.8617]], "mulliken_charge": [-0.67, -0.22, -0.08, -0.12, 0.26, 0.25, 0.28, 0.24, 0.07]}